{
  "formula": "C10H48BrClO19P4",
  "method": "ωB97M-V/def2-TZVPD",
  "elements": ["Br", "Cl", "P", "P", "P", "P", "O", "O", "O", "O", "O", "O", "O", "O", "O", "O", "O", "O", "O", "O", "O", "O", "O", "O", "O", "C", "C", "C", "C", "C", "C", "C", "C", "C", "C", "H", "H", "H", "H", "H", "H", "H", "H", "H", "H", "H", "H", "H", "H", "H", "H", "H", "H", "H", "H", "H", "H", "H", "H", "H", "H", "H", "H", "H", "H", "H", "H", "H", "H", "H", "H", "H", "H", "H", "H", "H", "H", "H", "H", "H", "H", "H", "H"],
  "coordinates": [[-3.5186, -4.8654, -0.3991], [2.2000, -4.3673, 1.3853], [-3.2448, -2.9117, 0.6633], [1.3548, -2.4670, 1.4597], [-0.9419, -2.7354, 1.0929], [-1.0912, -4.5875, 2.3532], [3.4537, 6.5164, -3.6279], [-4.2205, -1.0575, 3.1573], [-0.8163, 1.5299, -4.9604], [3.9106, 6.3053, 0.4625], [-0.9898, -0.6652, 3.7308], [-2.5998, 1.6973, 5.7076], [-0.7350, -5.7900, 1.6118], [-0.4432, 4.2280, 1.6114], [2.1160, 4.7010, -1.1991], [-0.7427, 2.2408, 2.6714], [-2.4769, -3.8797, -3.3307], [-3.5814, -1.8792, -0.5851], [4.8932, -4.0739, -3.7939], [3.3634, -1.4550, -3.3949], [-4.3710, -8.1436, 0.0186], [-0.1627, -4.3600, 3.6514], [-2.5966, -4.6374, 2.9422], [1.5409, -1.9650, 3.0580], [3.9216, -0.3859, -0.6314], [-0.5150, -2.5824, -0.7050], [-0.3252, 4.1608, 4.0112], [-0.0625, 1.6847, -2.0425], [-0.2396, 2.2439, -0.6272], [-0.5216, 3.4464, 2.7066], [-1.4948, 4.0625, 0.6354], [-0.9575, 3.5960, -0.7008], [1.0713, 0.6511, -2.1696], [-0.3432, -1.0931, -1.0121], [0.6113, -0.8047, -2.1609], [2.7039, 5.0752, -1.8633], [-3.8989, -1.9657, 3.1345], [3.5651, -2.3061, -3.8061], [3.8392, 7.3967, -3.6384], [-1.2982, -0.6223, -1.2303], [1.4991, -1.4261, -2.1203], [-3.9784, -7.2617, 0.0407], [-2.2629, 3.3910, 1.0094], [-3.9888, -8.5553, -0.7606], [1.5635, 0.8238, -3.1234], [0.1176, -1.0125, -3.1111], [-0.7785, 5.1455, 4.0093], [-1.9657, 2.0641, 6.3302], [2.4606, 5.0409, -0.3629], [-0.6686, 0.7627, -5.5219], [0.4320, -3.1019, -0.8615], [-0.8823, 1.5866, -0.0428], [4.0860, -0.8829, -3.6724], [-2.1220, 1.6713, 4.8675], [-0.7699, 3.5502, 4.7836], [-1.9388, 5.0461, 0.5005], [-0.1655, -1.1165, 3.4978], [-3.5763, -0.5845, 3.6962], [-0.7462, -0.1166, 4.4819], [3.8178, -1.0251, -1.3524], [3.8567, 6.0682, -4.3773], [-0.2443, 4.3501, -1.0233], [4.5109, 6.6818, -0.1871], [5.4952, -4.4707, -3.1586], [0.7248, 2.3946, -0.1559], [-2.6047, -4.9278, 3.8599], [-3.6069, -0.9798, -0.2458], [-3.0434, -3.4748, -2.6622], [-1.7653, 3.5048, -1.4243], [0.2232, 2.5377, -2.6549], [-1.2110, -1.5258, 1.7635], [4.7885, -4.7418, -4.4778], [4.5030, -0.8166, 0.0003], [0.7299, 4.2883, 4.2385], [1.7799, 0.8362, -1.3692], [2.4854, -2.0352, 3.2115], [4.2316, 6.6254, 1.3099], [-0.6620, -3.8437, 4.2936], [0.0498, -0.5658, -0.1411], [-1.4086, 2.0894, -5.4713], [-0.9993, 1.3171, -2.4478], [-3.0865, -4.1607, -4.0182], [-1.2358, -3.0845, -1.3369]],
  "forces_ev_per_angstrom": [[0.21, 0.34, -0.09], [-0.24, -0.01, 0.27], [-1.16, -0.02, 1.10], [0.90, 0.89, -0.42], [-0.56, -0.91, -0.94], [-0.02, -0.85, 0.19], [0.08, -0.06, 0.07], [0.05, 0.14, 0.09], [-0.03, -0.03, -0.20], [0.06, 0.07, 0.09], [-0.07, -0.35, 0.20], [0.22, -0.09, -0.17], [0.27, 0.12, -0.31], [-0.34, 0.05, 0.76], [0.00, -0.07, 0.08], [-0.03, 1.59, -0.01], [0.02, 0.18, -0.12], [0.57, -0.29, -0.48], [-0.03, 0.01, -0.16], [0.22, -0.02, -0.11], [-0.02, 0.05, -0.04], [-0.56, 0.00, -0.23], [0.40, 0.59, 0.05], [-0.44, -0.78, -0.48], [0.15, -0.06, -0.10], [0.55, 0.09, 0.30], [0.21, 0.19, -0.06], [0.87, 0.40, 0.37], [-0.88, 0.24, -0.58], [-0.14, -1.58, -0.23], [-0.23, -0.11, -0.87], [0.59, -0.29, 0.57], [-0.73, 0.08, -0.28], [0.28, 0.20, -0.07], [-0.02, 0.30, -0.04], [-0.05, 0.10, -0.10], [-0.08, -0.03, -0.13], [0.11, -0.09, 0.20], [-0.04, 0.07, 0.02], [-0.25, -0.11, 0.08], [-0.05, -0.25, 0.15], [-0.04, -0.15, 0.14], [0.07, -0.19, 0.24], [0.04, -0.05, -0.02], [0.29, 0.00, -0.03], [-0.09, -0.17, -0.09], [-0.08, 0.11, -0.10], [-0.04, 0.01, 0.10], [0.03, 0.01, -0.11], [0.02, -0.05, 0.02], [0.14, -0.04, 0.01], [0.29, -0.24, 0.36], [-0.02, 0.07, -0.03], [-0.11, 0.08, -0.12], [-0.03, -0.04, 0.20], [-0.03, 0.18, 0.21], [0.17, 0.18, 0.18], [0.05, -0.01, -0.01], [-0.02, 0.10, 0.01], [-0.16, 0.08, -0.03], [-0.03, -0.07, -0.03], [0.01, 0.06, -0.40], [-0.01, -0.03, -0.08], [-0.01, 0.05, 0.11], [0.13, -0.23, 0.24], [-0.25, -0.24, 0.15], [-0.21, 0.25, 0.09], [0.01, -0.03, -0.02], [-0.26, 0.27, -0.01], [-0.07, 0.08, -0.22], [-0.08, 0.00, -0.06], [-0.03, -0.02, -0.03], [-0.02, -0.04, 0.05], [0.18, -0.03, -0.09], [0.28, -0.11, 0.07], [0.27, 0.30, 0.43], [-0.02, -0.02, 0.06], [0.30, 0.36, 0.32], [0.07, -0.03, 0.18], [-0.02, 0.04, 0.01], [-0.19, -0.08, -0.04], [-0.01, -0.03, -0.05], [-0.28, -0.03, 0.03]],
  "lowdin_charge": [0.428, 0.176, 0.403, 0.451, 0.515, 0.246, -0.043, -0.094, -0.042, -0.041, -0.087, -0.050, -0.318, -0.001, -0.051, 0.081, -0.104, -0.431, -0.043, -0.048, -0.087, -0.186, -0.221, -0.437, -0.074, -0.406, 0.029, -0.219, -0.202, -0.504, -0.163, -0.180, -0.193, -0.286, -0.203, 0.004, -0.032, 0.023, 0.037, 0.099, 0.075, -0.094, 0.125, 0.030, 0.101, 0.118, 0.090, 0.033, 0.008, 0.042, 0.056, 0.098, 0.057, 0.001, 0.058, 0.121, -0.026, 0.010, 0.036, 0.000, 0.042, 0.095, 0.045, 0.046, 0.112, 0.083, 0.042, -0.044, 0.121, 0.100, -0.011, 0.046, 0.026, 0.093, 0.095, 0.027, 0.046, 0.072, 0.072, 0.040, 0.096, 0.035, 0.037],
  "e_lumo_ev": 0.2,
  "charge": 0,
  "e_homo_ev": -6.66,
  "orbital_gap_ev": 6.856
}